# 1
The following is a quantum chemistry calculation of 4 unconnected molecules or ions with the total composition C3H9N3 in a non-equilibrium geometry, from OMol25.

The value obtained for the energy above the lowest of the compared OMol25 structures with the same formula, charge and spin is 167.4 kcal per mole. As for the HOMO energy: -8.591 eV. The spin multiplicity is 1. The electronic energy comes out at -7720.3145 eV. The HOMO-LUMO gap is 9.12 eV.

XYZ file:
```
15
Properties=species:S:1:pos:R:3:forces:R:3:mulliken_charge:R:1
C 1.578568 1.787206 0.561317 1.168 0.405 0.773 -0.8267
C -0.044545 -0.095732 0.155474 1.435 0.435 -3.030 0.4960
C -1.594693 -1.862131 -0.524995 -1.205 -1.816 -0.159 -0.6814
H 2.666273 1.931328 -0.008184 -2.832 0.332 2.049 0.2719
H 1.774670 1.234711 1.716151 -0.424 1.920 -3.606 0.3058
H 0.882900 2.832615 0.676644 2.212 -2.796 -0.158 0.2225
H 0.747012 0.991277 -1.363343 1.202 0.090 3.073 0.2409
H 0.064159 0.543034 1.839063 -0.085 -0.722 0.443 0.1758
H -0.661762 -0.592099 -1.848644 0.596 -0.274 2.237 0.2432
H -1.908151 -1.617209 0.987492 0.881 -0.859 -4.728 0.2834
H -0.885662 -3.182627 -0.834992 -2.712 3.520 1.159 0.1551
H -2.660540 -1.588567 -1.571564 2.835 -1.363 3.493 0.1666
N 0.964827 0.784601 -0.299282 -2.026 -0.282 -3.068 -0.2153
N -0.303435 -0.273928 1.346342 -1.073 0.327 3.319 -0.6653
N -0.619622 -0.892479 -0.831481 0.028 1.083 -1.797 -0.1723
```
Forces are in eV/Å.

---

# 2
The following is a quantum chemistry calculation of a molecular structure, C34H55Br2IrN5O2P2S3 in a non-equilibrium geometry, from OMol25.

Its total charge is -1. The value obtained for the energy above the lowest of the compared OMol25 structures with the same formula, charge and spin is 34.6 kcal per mole. As for the HOMO energy: -3.795 eV. The spin multiplicity is 1. The electronic energy comes out at -241709.4313 eV. The HOMO-LUMO gap is 6.11 eV.

XYZ file:
```
104
Properties=species:S:1:pos:R:3:forces:R:3:mulliken_charge:R:1
Ir 0.325200 0.088305 -0.328913 2.515 -0.090 2.726 2.4641
Br -1.910987 4.779591 -0.962718 -0.053 0.019 0.060 -0.1882
C -1.151425 4.052815 0.612061 -0.043 0.031 -0.049 -0.0862
C -1.075886 4.845106 1.762061 0.032 -0.128 -0.103 -0.5287
C -0.493542 4.354333 2.895973 -0.026 0.048 0.130 0.0826
Br -0.450388 5.457392 4.449137 0.035 -0.009 -0.018 -0.2846
C 0.063484 3.055034 2.929070 0.073 -0.001 -0.032 0.4236
C 0.746989 2.491032 4.029699 -0.021 0.003 -0.004 -0.8248
C 1.257353 1.231376 3.927342 0.100 0.027 -0.056 -1.2447
C 1.116777 0.516483 2.724801 0.144 0.026 0.149 0.0775
N 0.504020 1.019052 1.679550 -1.198 -0.748 -0.089 0.1647
C -0.039443 2.265116 1.762423 0.161 0.150 -0.058 -0.0585
C -0.682391 2.737810 0.561917 -0.116 -0.002 0.128 -0.1798
O -0.810352 1.966560 -0.446943 0.484 -0.073 -0.910 -0.7618
H -1.477445 5.848712 1.745207 -0.007 -0.009 -0.016 0.4113
H 0.877537 3.070521 4.933128 -0.063 0.005 0.015 0.3386
H 1.794209 0.779204 4.750507 -0.014 -0.024 -0.028 0.4692
H 1.526423 -0.479551 2.625362 -0.063 -0.005 0.016 0.4295
S 3.778217 -2.575183 1.248043 0.001 0.066 0.056 -0.3354
C 2.582301 -1.584820 0.657203 0.814 -0.727 0.287 0.1307
S 0.931229 -1.982280 0.633999 -0.487 0.610 -0.976 -0.4488
S 2.815285 -0.032102 0.020965 -1.727 0.839 -0.678 -0.3566
O -1.870852 -0.990538 -0.583570 0.133 0.427 -0.114 -0.4823
P -2.501517 -2.304925 -0.305550 -0.284 -0.316 0.076 -0.9352
N -1.580368 -3.628901 -0.612895 0.460 0.184 0.140 0.9658
C -1.246713 -4.756444 0.260082 -0.089 -0.055 -0.066 -0.6202
C -0.562149 -5.721629 -0.700531 0.077 0.063 -0.047 -0.9177
C 0.265977 -4.772916 -1.573626 -0.125 -0.027 0.027 -0.9036
C -0.662542 -3.573944 -1.776822 -0.081 -0.085 -0.038 0.6428
N -3.883775 -2.430948 -1.215964 0.110 0.070 -0.261 0.5430
C -4.043048 -1.608723 -2.424140 -0.113 0.030 0.068 -0.0077
C -5.369942 -2.101339 -2.982823 0.059 -0.076 0.033 -0.8039
C -5.300147 -3.610417 -2.723783 -0.010 0.093 0.016 -0.8056
C -4.555182 -3.724570 -1.384483 -0.105 0.070 0.095 -0.3559
N -3.062591 -2.540858 1.255292 0.124 0.372 0.057 -0.0082
C -4.185997 -1.634516 1.597277 -0.033 -0.137 0.101 -0.6277
C -4.273229 -1.698741 3.128047 0.110 -0.026 0.002 -0.6302
C -2.890422 -2.206281 3.591392 -0.021 0.021 -0.082 -0.7099
C -2.056421 -2.280522 2.312745 -0.137 -0.100 0.076 0.1813
H -2.144226 -5.160523 0.729985 -0.009 0.001 -0.004 0.3512
H -0.536682 -4.468297 1.041755 0.002 0.016 0.001 0.3395
H -1.308276 -6.240954 -1.309303 -0.008 -0.023 0.037 0.3303
H 0.045732 -6.461011 -0.178936 -0.020 -0.014 -0.004 0.4212
H 0.567924 -5.216024 -2.522462 0.035 0.005 0.012 0.4548
H 1.158464 -4.455253 -1.032341 0.013 0.005 -0.022 0.2675
H -1.241093 -3.674710 -2.702464 -0.025 -0.046 0.024 0.4197
H -0.121046 -2.626583 -1.812072 -0.039 0.024 -0.026 -0.7713
H -3.239141 -1.779820 -3.148725 0.006 -0.009 0.033 -0.1066
H -4.035577 -0.551956 -2.164481 0.017 0.005 -0.029 0.1136
H -5.486356 -1.854354 -4.037977 -0.054 0.002 0.009 0.3951
H -6.198251 -1.660796 -2.422887 0.012 0.027 -0.015 0.3146
H -4.728396 -4.092663 -3.519065 0.011 -0.018 0.018 0.3115
H -6.283408 -4.078337 -2.680049 0.014 -0.040 -0.048 0.3952
H -3.838672 -4.551248 -1.383714 0.014 0.009 -0.003 0.1156
H -5.250048 -3.889539 -0.554339 0.005 -0.031 -0.003 0.3075
H -5.095846 -1.972088 1.105824 -0.015 0.029 -0.023 0.3527
H -3.978020 -0.609202 1.270669 0.035 -0.008 -0.026 0.2455
H -5.061283 -2.383867 3.440350 -0.005 0.013 0.013 0.2662
H -4.497761 -0.717323 3.544316 -0.061 -0.005 -0.018 0.3355
H -2.975635 -3.195343 4.042279 0.000 0.010 0.014 0.3084
H -2.425597 -1.540561 4.318077 -0.002 -0.042 0.032 0.3618
H -1.312799 -3.071922 2.344692 0.042 0.031 -0.017 0.1487
H -1.537321 -1.331584 2.132525 -0.013 0.006 -0.035 -0.3736
C 3.674055 0.602075 -3.511889 0.021 0.058 0.008 -1.8336
C 2.437092 1.470954 -3.774693 -0.175 -0.095 -0.285 2.4429
C 2.332647 2.476445 -2.614516 0.102 -0.025 -0.021 -1.5468
C 2.629426 2.208836 -5.105037 0.085 0.018 0.108 -1.9591
P 0.924450 0.310360 -3.677963 -0.243 0.013 0.447 -0.9959
N 0.641769 -0.152519 -2.263710 -0.558 -0.717 -0.172 -0.0902
C 1.275004 -1.258560 -4.714212 -0.025 0.273 -0.050 2.1996
C -0.079093 -1.961442 -4.884411 0.066 -0.015 -0.019 -1.6020
C 2.156485 -2.187937 -3.862919 -0.033 -0.052 -0.002 -1.4458
C 1.900777 -1.034035 -6.093498 -0.042 -0.120 0.047 -2.0614
C -0.591845 1.222159 -4.418075 0.382 -0.020 -0.286 3.2266
C -0.599313 2.628889 -3.806505 -0.027 -0.064 0.009 -2.1058
C -0.622959 1.337045 -5.946671 -0.115 0.071 0.090 -2.0659
C -1.851309 0.516253 -3.902686 -0.014 0.081 0.013 -2.2748
H 4.539086 1.254459 -3.350881 -0.024 0.010 -0.021 0.6435
H 3.908335 -0.049399 -4.352463 0.013 0.008 0.009 0.2290
H 3.542230 -0.002534 -2.615500 0.017 -0.031 -0.018 0.2313
H 3.337615 2.801507 -2.325511 -0.008 0.024 -0.063 0.4826
H 1.875318 2.009630 -1.742679 -0.017 0.040 0.009 0.1083
H 1.756093 3.361073 -2.875542 -0.011 -0.008 0.016 0.3067
H 3.575315 2.762033 -5.068225 -0.015 0.001 -0.020 0.5243
H 1.837159 2.931223 -5.297289 0.024 0.003 -0.005 0.3151
H 2.680134 1.523965 -5.951930 0.022 0.031 -0.007 0.2648
H -0.597743 -1.998808 -3.927888 -0.036 0.005 -0.047 -0.0483
H 0.086402 -2.988001 -5.229339 0.015 0.016 -0.019 0.7434
H -0.717572 -1.465596 -5.613908 0.000 -0.017 -0.001 0.1943
H 1.903070 -2.079067 -2.806080 0.014 0.002 -0.013 0.1630
H 3.219088 -1.985281 -3.983204 -0.009 -0.004 0.000 0.3362
H 1.977944 -3.229520 -4.152636 0.042 0.029 -0.068 0.4748
H 1.302892 -0.362487 -6.710358 0.025 -0.025 -0.029 0.2911
H 1.968477 -1.996312 -6.614684 0.002 0.022 -0.016 0.5311
H 2.909924 -0.630094 -6.025552 0.002 -0.021 -0.019 0.3192
H 0.189674 3.262043 -4.208092 -0.026 0.017 0.008 0.1646
H -0.507551 2.576987 -2.720938 -0.020 0.049 -0.007 0.1339
H -1.555413 3.112319 -4.033888 0.003 -0.026 -0.020 0.7699
H 0.285042 1.792270 -6.343588 -0.039 0.013 -0.027 0.2600
H -1.469061 1.970140 -6.240603 0.022 -0.004 -0.011 0.5222
H -0.760220 0.370468 -6.431322 0.001 0.017 -0.015 0.3592
H -1.698572 0.172956 -2.878128 -0.014 -0.009 -0.005 0.3376
H -2.136790 -0.331625 -4.524815 0.012 0.003 0.010 0.3266
H -2.686461 1.225949 -3.898651 0.009 -0.017 -0.065 0.6038
```
Forces are in eV/Å.